Density functional theory data (wB97M-V/def2-TZVPD) for C37H42ClN3O5P2Se2Sr as an isolated structure at a distorted geometry.

```
93
Properties=species:S:1:pos:R:3:forces:R:3
Sr 1.082 -1.343 3.149 -0.43 0.17 -0.95
C -1.807 -1.544 4.513 0.11 -0.03 0.01
C -1.577 0.001 4.463 0.03 -0.01 -0.08
O -0.307 0.316 3.892 -0.57 0.70 0.08
C 0.253 1.609 4.045 0.03 -0.09 0.18
C 1.365 1.822 2.991 0.01 -0.08 0.12
O 2.204 0.677 2.783 0.45 0.74 -0.12
C 3.541 0.606 3.285 -0.02 -0.14 0.10
C 4.208 -0.698 2.784 -0.07 -0.06 -0.04
O 3.294 -1.776 2.958 1.15 -0.24 -0.06
C 3.637 -3.161 2.820 -0.03 0.05 -0.05
C 2.468 -3.910 2.152 -0.08 0.12 -0.02
O 1.278 -3.678 2.920 0.15 -0.94 0.01
C 0.002 -4.061 2.385 0.06 0.11 0.11
C -1.086 -3.622 3.378 0.08 0.05 0.24
O -0.967 -2.218 3.582 -0.94 -0.38 0.00
H -2.852 -1.746 4.263 -0.02 0.08 0.05
H -1.584 -1.928 5.513 0.00 0.02 -0.01
H -1.613 0.390 5.485 -0.06 -0.05 0.01
H -2.348 0.471 3.851 0.00 -0.03 0.02
H 0.643 1.714 5.064 0.01 -0.02 -0.01
H -0.516 2.372 3.879 0.07 0.07 0.00
H 1.975 2.686 3.266 -0.09 0.05 0.06
H 0.902 2.014 2.021 0.01 -0.04 -0.01
H 3.528 0.620 4.379 0.00 -0.02 -0.01
H 4.124 1.453 2.911 0.04 -0.02 0.05
H 5.115 -0.873 3.369 0.01 0.10 0.01
H 4.463 -0.613 1.724 0.00 0.03 0.02
H 3.820 -3.567 3.817 0.02 0.01 0.00
H 4.534 -3.263 2.203 -0.05 -0.11 -0.06
H 2.682 -4.983 2.124 0.11 0.03 0.03
H 2.330 -3.541 1.131 -0.03 -0.03 0.00
H -0.035 -5.147 2.259 -0.09 0.01 -0.01
H -0.155 -3.578 1.412 0.02 0.02 -0.01
H -0.949 -4.144 4.330 0.00 0.01 -0.01
H -2.075 -3.846 2.965 0.06 -0.11 -0.06
Se -5.173 1.011 -1.341 0.02 0.02 -0.03
P -3.113 1.166 -1.728 -0.04 0.04 0.02
C -2.551 2.895 -1.687 0.03 -0.02 0.03
C -1.617 3.329 -0.752 0.09 -0.08 -0.07
C -1.277 4.671 -0.670 0.04 0.03 -0.03
C -1.863 5.591 -1.525 0.00 0.00 -0.01
C -2.811 5.168 -2.448 0.01 0.02 0.01
C -3.166 3.832 -2.516 -0.06 0.00 -0.04
C -2.773 0.489 -3.380 0.15 -0.02 0.03
C -2.955 -0.884 -3.538 -0.02 0.03 0.02
C -2.823 -1.469 -4.784 -0.06 0.01 -0.07
C -2.522 -0.690 -5.893 -0.01 -0.02 0.02
C -2.352 0.678 -5.748 0.01 0.00 0.01
C -2.476 1.264 -4.496 0.02 0.10 0.03
C -2.058 0.307 -0.530 -0.11 -0.01 -0.03
C -0.723 -0.103 -0.343 0.08 -0.03 -0.03
N -0.645 -0.586 0.918 0.09 -0.08 0.05
N -1.842 -0.475 1.467 0.00 -0.01 0.06
N -2.697 0.054 0.629 -0.06 0.04 -0.02
P 0.787 -0.200 -1.314 0.04 -0.11 0.09
Se 2.414 -1.048 -0.237 -0.10 -0.01 -0.03
C 0.431 -1.256 -2.738 -0.09 0.01 0.04
C 1.045 -1.081 -3.971 0.05 0.01 -0.04
C 0.880 -2.033 -4.968 -0.02 0.00 -0.01
C 0.116 -3.165 -4.730 0.01 -0.01 0.04
C -0.496 -3.343 -3.496 0.09 -0.05 -0.02
C -0.343 -2.391 -2.505 0.03 -0.01 0.03
C 1.213 1.454 -1.917 -0.05 0.02 -0.02
C 0.593 1.983 -3.042 -0.06 -0.01 -0.07
C 0.898 3.262 -3.478 -0.03 0.06 0.04
C 1.819 4.027 -2.778 -0.03 0.03 -0.01
C 2.440 3.505 -1.652 0.02 0.00 0.02
C 2.148 2.219 -1.226 -0.04 0.00 0.06
H -1.153 2.615 -0.083 0.00 -0.01 0.01
H -0.547 4.996 0.061 0.00 0.00 0.01
H -1.595 6.638 -1.464 0.00 0.00 0.00
H -3.292 5.886 -3.100 0.00 0.00 -0.01
H -3.950 3.515 -3.194 0.00 -0.01 0.02
H -3.216 -1.490 -2.678 0.00 0.01 0.00
H -2.961 -2.537 -4.892 -0.01 0.02 -0.01
H -2.425 -1.149 -6.868 0.00 -0.01 -0.01
H -2.125 1.293 -6.608 0.00 0.00 -0.01
H -2.347 2.335 -4.399 0.04 -0.02 0.02
H 1.667 -0.214 -4.158 -0.01 -0.03 0.02
H 1.356 -1.889 -5.928 0.00 -0.01 -0.01
H -0.006 -3.908 -5.507 0.00 -0.01 -0.01
H -1.097 -4.224 -3.309 -0.01 -0.01 0.01
H -0.822 -2.524 -1.541 0.00 0.00 0.00
H -0.120 1.386 -3.589 -0.10 -0.01 -0.05
H 0.407 3.664 -4.355 0.01 0.00 -0.01
H 2.055 5.029 -3.112 0.00 0.00 0.00
H 3.168 4.098 -1.112 0.00 0.00 0.00
H 2.648 1.790 -0.366 0.01 0.00 0.00
Cl 1.489 -3.300 6.151 -0.03 0.07 -0.04
C 1.517 -1.469 5.751 0.14 0.17 0.37
H 2.481 -1.163 6.180 0.02 -0.05 0.02
H 0.784 -1.070 6.467 -0.03 -0.04 0.00
```
Forces are in eV/Å.

Properties
Frontier orbital gap   6.9 eV
M   951.700 g/mol
LUMO level   0.2 eV
Calculated total energy   -216385.841 eV
Max |F|   1.2 eV Å⁻¹
Spin multiplicity   1

***

Density functional theory data (wB97M-V/def2-TZVPD) for a 2-piece molecular cluster, C11H16IN overall at a distorted geometry.

```
29
Properties=species:S:1:pos:R:3:forces:R:3
C 0.091 -1.090 -1.479 0.40 0.23 0.88
C -1.157 -0.892 -1.964 -0.29 0.27 -0.04
C 0.868 1.708 -0.485 0.24 0.57 -0.24
C 2.119 2.187 -0.516 0.08 -0.01 0.01
C 0.330 1.100 0.664 0.14 0.38 0.68
C -0.315 -1.138 -0.091 -0.89 -2.52 -1.74
C -1.765 -1.045 -0.601 0.03 0.18 0.52
C 2.765 2.789 -1.710 0.09 -0.11 -0.04
C 0.189 -2.052 0.976 0.00 0.54 -0.02
C -2.662 -2.243 -0.390 -0.06 0.08 0.09
C -0.257 0.688 2.988 -0.16 -0.30 0.58
N 0.243 1.360 1.848 0.32 1.03 -0.26
I -2.855 0.759 0.055 0.03 -0.23 -0.17
H 1.057 -1.170 -1.945 0.23 -0.07 -0.13
H -1.600 -0.712 -2.923 -0.09 0.00 -0.29
H 0.248 1.700 -1.370 -0.07 0.10 -0.11
H 2.716 2.155 0.387 -0.02 -0.06 0.13
H 3.138 3.782 -1.462 0.04 0.09 -0.09
H 3.623 2.192 -2.028 0.07 0.04 -0.09
H 2.067 2.869 -2.539 -0.03 0.03 -0.12
H -0.502 -2.088 1.816 0.02 0.02 0.14
H 1.167 -1.722 1.329 0.07 -0.02 0.13
H 0.306 -3.073 0.592 -0.02 0.09 0.00
H -2.966 -2.335 0.651 -0.03 -0.01 0.04
H -2.127 -3.147 -0.680 0.07 -0.06 -0.05
H -3.557 -2.159 -1.006 -0.05 0.00 0.04
H -0.257 1.402 3.814 -0.08 -0.22 0.07
H 0.371 -0.165 3.255 0.02 -0.03 0.06
H -1.278 0.340 2.818 -0.06 -0.02 -0.01
```
Forces are in eV/Å.

Properties
Frontier orbital gap (alpha / beta)   5.9 / 8.3 eV
M   289.160 g/mol
LUMO level (alpha / beta)   0.6 / -0.7 eV
Calculated total energy   -21251.026 eV
Max |F|   3.2 eV Å⁻¹
Relative energy (zero: lowest compared OMol25 entry of this formula, charge and spin)   14.4 kJ/mol
Expectation value of S²   2.031
Spin multiplicity   3

***

Density functional theory data (wB97M-V/def2-TZVPD) for a 2-piece molecular cluster, C2H3F2NO overall at a distorted geometry.

```
9
Properties=species:S:1:pos:R:3:forces:R:3
C 0.293 -0.393 -0.227 -0.66 -3.36 0.59
C 1.444 0.143 -0.034 3.57 3.40 0.13
N -3.314 0.017 0.063 2.82 -0.25 -1.26
O -0.755 -0.750 -0.594 -3.14 -0.41 -1.06
F -3.830 -1.253 0.246 0.03 -0.16 -0.39
F -4.422 0.772 -0.172 -0.36 0.27 -0.79
H 2.428 -0.223 0.252 -0.15 -0.81 0.36
H -2.667 -0.063 -0.899 -2.64 0.19 2.53
H 1.513 1.189 -0.302 0.54 1.13 -0.10
```
Forces are in eV/Å.

Properties
Frontier orbital gap (alpha / beta)   6.9 / 7.5 eV
M   95.048 g/mol
LUMO level (alpha / beta)   0.6 / -2.8 eV
Calculated total energy   -11086.163 eV
Max |F|   4.9 eV Å⁻¹
Relative energy (zero: lowest compared OMol25 entry of this formula, charge and spin)   433.4 kJ/mol
Expectation value of S²   2.009
Spin multiplicity   3

***

Density functional theory data (wB97M-V/def2-TZVPD) for a 3-piece molecular cluster, C44H38I2N5O6 overall at a distorted geometry.

```
95
Properties=species:S:1:pos:R:3:forces:R:3
C 3.738 0.680 3.497 0.94 0.26 -0.30
C 5.083 0.459 2.745 -0.87 0.14 0.03
C 4.926 -0.390 1.461 0.97 -0.44 0.47
C 5.399 -1.862 1.689 -0.51 0.32 -1.71
C 4.276 -2.787 2.160 1.73 0.47 1.39
O 4.302 -2.620 3.604 -0.68 -0.08 0.03
C 4.388 -4.331 2.069 0.69 1.03 -0.13
O 4.703 -4.933 0.796 -0.10 0.74 -0.24
C 5.782 -5.653 0.883 0.59 -2.77 0.78
N 6.530 -6.521 1.135 -0.88 2.10 -0.75
N 3.066 -4.695 2.544 -0.28 0.61 2.39
C 2.953 -5.570 3.721 -0.01 -2.69 -0.96
I 1.174 -6.797 3.335 -1.21 1.43 -0.64
C 4.192 -6.521 3.965 -1.02 0.11 1.12
C 4.954 -5.993 5.187 0.30 0.27 0.11
I 3.478 -8.485 4.577 1.74 -0.58 0.42
C 2.296 -3.547 2.684 1.98 -0.28 -1.40
N 1.259 -3.390 3.410 -0.54 0.56 0.34
N 2.884 -2.496 1.894 -1.59 -0.94 -0.17
C 2.370 -2.747 0.540 0.64 0.87 1.10
C 3.179 -2.618 -0.549 0.83 0.10 -1.15
C 2.624 -2.826 -1.800 0.10 0.21 0.12
C 1.280 -3.123 -1.870 0.90 0.06 -1.02
C 0.599 -3.225 -0.694 -2.13 -0.46 -0.33
N 1.090 -3.044 0.514 0.33 0.08 0.05
H 3.791 1.653 3.990 -0.31 -0.11 0.04
H 2.914 0.678 2.783 -0.13 0.08 0.27
H 3.604 -0.083 4.266 -0.22 0.00 -0.16
H 5.528 1.416 2.463 -0.19 -0.01 0.08
H 5.774 0.007 3.464 0.16 -0.07 -0.33
H 3.909 -0.352 1.064 0.05 0.03 0.14
H 5.578 0.013 0.680 -0.08 0.00 0.08
H 6.192 -1.819 2.437 -0.17 -0.35 0.08
H 5.892 -2.225 0.778 -0.27 -0.15 0.06
H 5.165 -2.875 3.945 0.11 0.17 -0.03
H 5.262 -4.553 2.685 -0.64 -0.54 0.49
H 2.731 -5.067 4.661 0.12 0.42 -0.30
H 4.809 -6.694 3.085 -0.13 0.01 0.02
H 5.555 -5.098 4.972 -0.05 -0.13 -0.14
H 4.255 -5.710 5.980 -0.02 -0.10 -0.14
H 5.613 -6.737 5.634 0.08 0.05 -0.29
H 0.739 -2.528 3.286 0.15 0.04 0.08
H 0.885 -4.069 4.063 0.00 -0.32 -0.40
H 4.230 -2.370 -0.523 -0.06 0.01 0.41
H 3.238 -2.722 -2.685 -0.05 -0.05 0.00
H 0.831 -3.257 -2.844 -0.32 -0.10 0.21
H -0.464 -3.447 -0.765 0.06 -0.07 0.29
C -0.833 -0.035 -0.395 -0.06 0.07 -0.02
C -1.929 0.485 -1.075 0.05 0.02 0.04
C -2.483 1.690 -0.677 -0.04 -0.12 -0.06
C -1.951 2.375 0.411 0.07 -0.08 0.06
C -0.867 1.838 1.107 -0.10 0.11 -0.04
C -0.305 0.639 0.692 0.05 -0.21 -0.08
C -0.312 2.526 2.304 0.26 -0.05 0.21
O 0.635 2.054 2.904 -0.04 -0.05 -0.03
C -0.947 3.792 2.752 -0.11 0.02 -0.08
C -0.481 4.421 3.900 0.03 0.10 0.13
C -1.056 5.609 4.319 -0.05 0.01 -0.06
C -2.094 6.179 3.589 0.05 -0.05 0.02
C -2.566 5.554 2.447 -0.05 0.13 0.08
C -2.002 4.355 2.029 0.12 -0.09 0.03
C -2.543 3.679 0.820 -0.28 0.24 -0.08
O -3.451 4.178 0.183 0.44 -0.23 0.55
H -0.391 -0.970 -0.710 -0.04 0.07 -0.03
H -2.349 -0.049 -1.918 0.00 0.03 0.00
H -3.332 2.096 -1.208 -0.01 0.08 0.07
H 0.546 0.230 1.224 -0.01 0.11 0.08
H 0.328 3.980 4.467 0.01 -0.08 -0.10
H -0.695 6.094 5.217 0.00 0.00 -0.01
H -2.537 7.111 3.915 0.00 -0.01 0.00
H -3.375 5.996 1.882 0.01 -0.10 -0.07
C -4.531 4.224 -2.417 -0.27 0.16 -0.22
C -3.320 3.994 -3.065 -0.10 0.03 -0.06
C -3.303 3.589 -4.389 0.16 0.02 0.14
C -4.498 3.399 -5.073 -0.15 -0.01 0.04
C -5.714 3.608 -4.419 0.10 -0.04 -0.06
C -5.725 4.031 -3.094 0.13 -0.01 0.06
C -7.005 3.365 -5.120 -0.30 0.06 0.14
O -8.062 3.550 -4.554 0.02 -0.02 0.00
C -6.969 2.882 -6.528 0.14 -0.03 -0.05
C -8.161 2.596 -7.182 -0.13 -0.05 -0.11
C -8.142 2.159 -8.495 0.08 0.01 -0.01
C -6.931 2.013 -9.166 -0.04 0.01 0.05
C -5.740 2.292 -8.518 -0.04 -0.07 -0.16
C -5.753 2.718 -7.195 -0.10 0.03 0.09
C -4.463 2.980 -6.500 0.30 -0.03 -0.18
O -3.405 2.850 -7.083 -0.02 -0.03 0.03
H -4.539 4.549 -1.387 -0.10 -0.02 -0.34
H -2.388 4.135 -2.532 -0.01 0.03 0.00
H -2.361 3.415 -4.892 -0.08 0.00 -0.13
H -6.667 4.205 -2.592 -0.06 -0.03 -0.11
H -9.102 2.712 -6.663 0.08 0.06 0.10
H -9.071 1.932 -9.001 0.01 0.01 0.00
H -6.919 1.678 -10.195 0.00 0.01 0.01
H -4.799 2.174 -9.037 0.06 0.04 0.12
```
Forces are in eV/Å.

Properties
Frontier orbital gap   7.3 eV
M   986.625 g/mol
Total charge   +1
LUMO level   -3.5 eV
Calculated total energy   -82173.235 eV
Max |F|   2.9 eV Å⁻¹
Spin multiplicity   1

***

Density functional theory data (wB97M-V/def2-TZVPD) for an isolated ion of composition C16H25N6O and charge +1 at a distorted geometry.

```
48
Properties=species:S:1:pos:R:3:forces:R:3
C -1.835 3.183 3.081 -0.01 0.03 -0.55
C -1.519 3.220 1.761 -0.66 0.02 0.54
O -0.195 3.037 1.584 0.55 0.02 -0.15
C 0.352 2.888 2.816 -0.20 -0.15 0.66
C 1.834 2.703 2.907 -0.21 0.60 0.29
N 2.320 1.936 1.791 -0.38 -1.49 -0.69
N 3.333 2.343 1.021 0.38 1.27 0.70
N 3.492 1.507 0.094 0.79 0.02 -0.87
N 2.612 0.520 0.189 -0.95 -0.64 0.55
C 1.875 0.781 1.251 0.51 0.50 -0.19
C 0.782 -0.139 1.665 0.03 0.23 0.59
N 0.454 -0.946 0.466 0.42 0.03 -0.11
C -0.495 -0.246 -0.434 -0.43 0.38 -0.81
C -0.650 -1.055 -1.720 -0.10 -0.05 0.27
N -1.183 -2.351 -1.368 0.12 0.04 0.32
C -1.811 -3.129 -2.431 -0.06 -0.12 -0.10
C -0.914 -3.439 -3.651 -0.12 -0.16 0.01
C -1.818 -3.246 -4.867 0.11 0.14 -0.03
C -2.724 -2.090 -4.455 -0.12 -0.16 -0.02
C -3.058 -2.418 -2.999 0.07 0.05 -0.13
C -0.228 -3.070 -0.559 -0.12 0.21 0.12
C -0.036 -2.310 0.755 -0.15 -0.92 -0.02
C -0.616 2.961 3.772 0.59 -0.10 -0.41
H -2.804 3.301 3.517 -0.26 0.05 0.03
H -2.112 3.367 0.881 -0.02 0.03 -0.19
H 2.091 2.213 3.850 -0.03 0.12 -0.13
H 2.359 3.664 2.858 -0.01 -0.19 0.02
H 1.134 -0.798 2.467 -0.12 -0.01 -0.17
H -0.102 0.395 2.023 0.01 -0.09 -0.09
H 1.354 -1.004 -0.057 -0.20 -0.03 0.09
H -0.110 0.752 -0.650 0.10 -0.06 0.15
H -1.458 -0.170 0.075 0.13 -0.02 0.08
H -1.344 -0.543 -2.384 0.06 0.11 0.02
H 0.334 -1.107 -2.221 -0.07 0.02 -0.06
H -2.120 -4.061 -1.951 0.02 0.05 -0.02
H -0.495 -4.443 -3.603 0.12 0.00 0.01
H -0.087 -2.731 -3.700 0.10 0.04 0.01
H -1.253 -3.038 -5.773 -0.01 -0.08 -0.08
H -2.417 -4.142 -5.032 -0.04 -0.06 -0.06
H -2.179 -1.147 -4.530 0.03 0.08 -0.03
H -3.615 -2.017 -5.074 -0.02 0.11 -0.05
H -3.903 -3.103 -2.969 -0.06 0.01 0.04
H -3.326 -1.542 -2.411 -0.07 0.00 0.09
H -0.619 -4.063 -0.334 0.07 0.02 0.05
H 0.751 -3.192 -1.056 -0.01 -0.05 0.02
H 0.685 -2.827 1.391 0.05 0.18 0.02
H -0.992 -2.229 1.275 0.10 0.09 0.01
H -0.481 2.882 4.830 0.10 -0.04 0.27
```
Forces are in eV/Å.

Properties
Frontier orbital gap   9.6 eV
M   317.417 g/mol
Total charge   +1
LUMO level   -2.3 eV
Calculated total energy   -27977.992 eV
Max |F|   1.7 eV Å⁻¹
Relative energy (zero: lowest compared OMol25 entry of this formula, charge and spin)   0.0 kJ/mol
Spin multiplicity   1

***

Density functional theory data (wB97M-V/def2-TZVPD) for one molecule with the formula C3H4N4O at a distorted geometry.

```
12
Properties=species:S:1:pos:R:3:forces:R:3
H -0.182 2.683 -0.015 -0.23 0.54 -0.40
N 0.403 1.877 0.096 1.52 1.46 0.50
C -0.285 0.858 0.046 -0.85 -1.95 -0.25
N -1.638 0.703 -0.231 -0.61 -0.43 0.25
C -1.868 -0.552 -0.124 0.71 0.91 0.59
O -0.820 -1.347 0.130 -0.75 -0.23 -0.12
N 0.235 -0.447 0.341 -0.78 0.86 0.19
N 1.364 -0.937 -0.162 -0.24 -1.44 -0.17
C 2.380 -0.217 -0.103 1.84 0.78 -0.35
H -2.846 -0.965 -0.028 -0.41 -0.62 -0.47
H 2.375 0.806 0.245 0.07 0.02 0.20
H 3.306 -0.656 -0.478 -0.26 0.11 0.02
```
Forces are in eV/Å.

Properties
Frontier orbital gap   10.0 eV
M   112.092 g/mol
LUMO level   0.7 eV
Calculated total energy   -11180.367 eV
Max |F|   2.2 eV Å⁻¹
Relative energy (zero: lowest compared OMol25 entry of this formula, charge and spin)   347.6 kJ/mol
Spin multiplicity   1

***

max |F| of number 1 (C37H42ClN3O5P2Se2Sr)? 1.2 eV Å⁻¹

***

Which formula does entry 3 have? C2H3F2NO

***

Look up the max |F| of the third one. 4.9 eV Å⁻¹